The following is a DFT calculation (ωB97M-V/def2-TZVPD) of a molecular structure, C17H39N5O7Sr.

Cartesian coordinates (Å):
1 Sr 14.30888 -13.04114 -18.53100
2 O 15.52957 -12.92748 -16.29616
3 C 16.50511 -13.93907 -16.49154
4 C 17.06038 -14.22501 -17.90324
5 O 16.17818 -14.65752 -18.92435
6 H 15.97390 -14.84445 -16.10869
7 H 17.30213 -13.96330 -15.72024
8 H 17.90357 -14.92805 -17.79918
9 H 17.44998 -13.26330 -18.30660
10 C 14.45675 -9.23183 -18.19521
11 O 14.58836 -10.44055 -18.18274
12 N 14.78167 -8.43123 -17.17699
13 C 14.79220 -6.99647 -17.34196
14 C 15.34044 -9.00739 -15.93928
15 H 13.96831 -8.72271 -19.04499
16 H 14.12772 -6.54821 -16.59793
17 H 14.51589 -6.66431 -18.34032
18 H 15.77659 -6.55349 -17.16356
19 H 15.25112 -10.09014 -16.04871
20 H 16.39651 -8.76287 -15.85126
21 H 14.72563 -8.61710 -15.13076
22 C 12.15620 -13.26739 -15.98627
23 O 12.26180 -13.79005 -17.08601
24 N 11.08976 -12.52178 -15.61583
25 C 11.08785 -11.81304 -14.34762
26 C 9.95137 -12.37550 -16.47725
27 H 12.94764 -13.26097 -15.22263
28 H 10.53074 -12.35435 -13.58034
29 H 10.53126 -10.88129 -14.49287
30 H 12.10443 -11.52936 -14.09047
31 H 10.08538 -12.92447 -17.39964
32 H 9.01907 -12.62840 -15.96730
33 H 9.83671 -11.32714 -16.78771
34 C 11.54188 -10.77251 -19.75342
35 O 12.31723 -11.57736 -19.29886
36 N 10.25705 -11.02593 -20.06141
37 C 9.31302 -10.01501 -20.49519
38 C 9.77272 -12.39063 -20.21296
39 H 11.79728 -9.72043 -19.95370
40 H 9.71551 -9.02032 -20.30393
41 H 8.35334 -10.11830 -19.99331
42 H 9.17917 -10.10630 -21.57705
43 H 8.90964 -12.52024 -19.55613
44 H 9.37498 -12.53051 -21.22168
45 H 10.54774 -13.11573 -19.99002
46 C 15.55224 -11.45978 -21.73342
47 O 14.97791 -12.28249 -21.05267
48 N 16.88947 -11.41703 -21.86140
49 C 17.70434 -12.44153 -21.25589
50 C 17.54966 -10.30591 -22.51832
51 H 15.00662 -10.68077 -22.28907
52 H 18.43165 -11.99337 -20.57203
53 H 18.23070 -13.06425 -21.98412
54 H 17.11470 -13.12162 -20.62962
55 H 16.78970 -9.61591 -22.88641
56 H 18.16450 -9.71670 -21.83490
57 H 18.15808 -10.71135 -23.32693
58 C 12.58407 -15.28256 -20.99957
59 O 13.22902 -14.61350 -20.22533
60 N 13.04227 -16.37292 -21.62935
61 C 12.16618 -17.24302 -22.38276
62 C 14.39848 -16.82882 -21.33591
63 H 11.54562 -15.01054 -21.25836
64 H 12.64943 -17.66120 -23.26009
65 H 11.33722 -16.61619 -22.73034
66 H 11.70144 -17.97687 -21.71820
67 H 14.86370 -17.05630 -22.29790
68 H 15.00811 -16.05590 -20.86884
69 H 14.38590 -17.70455 -20.68701

The multiplicity is 1. As for the frontier orbital gap: 5.339 eV. As for the relative energy (zero: lowest compared OMol25 entry of this formula, charge and spin): 29.57 kcal per mole. For the LUMO energy, the calculation gives 0.13 eV. The calculation puts the molecular weight at 513.147 g/mol. The maximum force comes out at 2.54 eV/A. Its net charge is 0.

Löwdin population analysis, charges in e, atoms 1 to 2: atom 1 (Sr): 1.51, atom 2 (O): -0.49